[1]
Computed, not measured: a cluster of 16 separate species, C28H84N4O32S6 in total in a non-equilibrium geometry, with ωB97M-V/def2-TZVPD.

The geometry in XYZ format:
```
154
C28H84N4O32S6, DFT ωB97M-V/def2-TZVPD
C 15.95179 17.64680 -6.56993
O 16.17980 18.25750 -7.76037
H 14.87622 17.70181 -6.40197
H 16.32059 16.68973 -6.20101
H 16.37932 18.27047 -5.78485
H 17.05323 18.63008 -7.90149
C 19.63792 18.02567 -7.27657
O 18.91253 19.17492 -7.74920
H 20.72540 18.08854 -7.31555
H 19.41591 17.97054 -6.21084
H 19.52023 17.04509 -7.73778
H 19.43093 19.61329 -8.42794
C 15.84164 24.29633 -9.19952
O 14.90762 25.18818 -8.64420
H 15.22930 23.68290 -9.86046
H 16.57255 24.72199 -9.88705
H 16.17559 23.58053 -8.44839
H 14.91818 26.03089 -9.10391
C 18.17158 18.71775 -14.85959
O 17.75090 20.05320 -15.21172
H 18.72764 18.68408 -13.92270
H 17.37253 18.02413 -14.59784
H 18.79596 18.42863 -15.70496
H 16.95460 20.20639 -14.69787
C 17.44779 27.39312 -9.89692
O 17.06136 26.76200 -11.11483
H 18.31554 28.01437 -10.11863
H 16.70967 28.16034 -9.66316
H 17.54109 26.64678 -9.10801
H 17.05027 27.29721 -11.91171
C 18.46057 22.51657 -18.22558
O 17.80760 23.39686 -17.42617
H 19.31401 22.78064 -18.85008
H 18.75937 21.75285 -17.50755
H 17.67412 22.11342 -18.86360
H 17.20680 22.86515 -16.89899
O 14.73851 20.68700 -10.81492
S 15.94616 20.87494 -11.62456
O 15.82188 20.81247 -13.08409
O 16.56281 22.39883 -11.22124
C 17.40833 22.99227 -12.18165
C 16.52005 23.73756 -13.16950
C 17.43844 19.93002 -10.99021
H 18.04544 22.35610 -12.79603
H 18.15047 23.67318 -11.76489
H 15.56311 23.21574 -13.17722
H 17.02019 23.73163 -14.13797
H 16.21189 24.74216 -12.87981
H 18.35460 20.52051 -10.98278
H 17.69242 19.12825 -11.68359
H 17.30190 19.61327 -9.95623
O 22.89863 23.07890 -15.38710
S 21.75737 23.70053 -14.64911
O 21.38457 23.18914 -13.32372
O 22.06946 25.33979 -14.51878
C 21.41196 26.11066 -13.52555
C 22.38020 26.17138 -12.35463
C 20.17716 23.79730 -15.68661
H 20.45228 25.66468 -13.26440
H 21.24633 27.10115 -13.94935
H 22.65436 25.16229 -12.04695
H 21.96287 26.50588 -11.40487
H 23.19514 26.86925 -12.54685
H 19.54463 24.51677 -15.16665
H 19.63561 22.86401 -15.53237
H 20.44280 24.10628 -16.69758
O 13.24826 22.90961 -16.69800
S 14.18478 21.82492 -16.68044
O 15.50376 22.06427 -16.07937
O 13.44941 20.47160 -16.04833
C 14.04272 19.23335 -15.93963
C 13.20530 18.12079 -15.24580
C 14.30631 21.21019 -18.40605
H 15.00896 19.37600 -15.45577
H 14.34154 18.80021 -16.89420
H 12.38598 17.92653 -15.93797
H 12.72035 18.42898 -14.31955
H 13.77275 17.20698 -15.06957
H 14.95103 20.33137 -18.41690
H 14.66392 22.01039 -19.05404
H 13.33218 20.80589 -18.68118
O 18.63211 26.73536 -14.98054
S 17.29369 27.38203 -14.92211
O 16.25376 27.00996 -13.96067
O 17.49491 28.97511 -14.87044
C 16.40363 29.82189 -14.47563
C 16.70742 30.51307 -13.11102
C 16.45476 27.31624 -16.60628
H 15.50909 29.20249 -14.54076
H 16.37354 30.66956 -15.16021
H 16.02701 31.32718 -12.86128
H 17.73889 30.86050 -13.05233
H 16.60490 29.90454 -12.21253
H 16.23301 26.29323 -16.91021
H 17.10946 27.67006 -17.40270
H 15.51166 27.85117 -16.49445
O 11.60453 21.44887 -6.79013
S 12.50135 21.11003 -7.96305
O 12.43182 19.83091 -8.63795
O 12.19341 22.23953 -9.10993
C 11.81417 23.56863 -8.66570
C 11.43712 24.40649 -9.93074
C 14.29250 21.56285 -7.58415
H 12.66678 24.09739 -8.23959
H 11.05113 23.62604 -7.88944
H 10.91479 25.28439 -9.55053
H 10.87620 23.86605 -10.69323
H 12.34622 24.71356 -10.44779
H 14.70777 20.81524 -6.90834
H 14.28482 22.53288 -7.08707
H 14.79585 21.40116 -8.53735
O 15.58762 17.49149 -12.27650
S 14.40033 16.82688 -11.72071
O 13.26141 16.45923 -12.53055
O 14.87039 15.44332 -10.96859
C 16.11163 15.53177 -10.28757
C 16.35933 14.07872 -9.78434
C 13.70054 17.85675 -10.41345
H 15.96788 16.23432 -9.46668
H 16.92751 15.84501 -10.93896
H 17.29494 13.92786 -9.24584
H 16.35927 13.44436 -10.67073
H 15.67298 13.76232 -8.99890
H 13.42941 18.79684 -10.89389
H 14.41283 18.05487 -9.61253
H 12.78314 17.39992 -10.04225
C 12.26721 22.11345 -13.29909
N 11.33578 21.18601 -12.56924
O 10.54400 21.68553 -11.71456
O 11.41952 19.97459 -12.81150
H 13.11012 21.51195 -13.63937
H 12.59134 22.91722 -12.63803
H 11.78561 22.62932 -14.12977
C 21.14404 16.53920 -10.53021
N 20.45549 17.01111 -11.80266
O 19.83078 18.06573 -11.75669
O 20.42755 16.22339 -12.76927
H 20.38054 16.44162 -9.75843
H 21.91698 17.26764 -10.28518
H 21.53908 15.53139 -10.65815
C 13.22414 25.87533 -14.52689
N 12.87333 27.35270 -14.83298
O 12.02722 27.58901 -15.74337
O 13.42779 28.18774 -14.10826
H 12.56701 25.30123 -15.18009
H 13.04456 25.59175 -13.48986
H 14.24617 25.71621 -14.87075
C 21.36794 22.51296 -10.19221
N 20.83822 21.50265 -9.25496
O 19.71770 21.69403 -8.85651
O 21.43360 20.52105 -9.01294
H 21.84060 22.10770 -11.08690
H 22.13589 22.90699 -9.52656
H 20.62436 23.26837 -10.44625
```

Gap between HOMO and LUMO (alpha / beta) ... 1.4 / 5.0 eV
Charge ... -1
⟨S²⟩ ... 0.75
Spin multiplicity ... 2
Molecular weight ... 1181.4 g/mol


[2]
Computed, not measured: a cluster of 2 separate species, C4H12OS2 in total in a non-equilibrium geometry, with ωB97M-V/def2-TZVPD.

The geometry in XYZ format:
```
19
C4H12OS2, DFT ωB97M-V/def2-TZVPD
C -2.28219 0.29194 -0.79952
O -2.54863 -0.94310 -0.01206
C -1.52371 -0.05734 -2.03990
H -3.27296 0.75957 -1.00549
H -1.68183 0.97185 -0.18379
H -1.94792 -0.87350 0.73238
H -2.12757 -0.68698 -2.68405
H -1.25830 0.82752 -2.68291
H -0.64331 -0.60213 -1.81555
C 1.51850 0.62310 -0.38524
C 1.85951 0.18235 1.08667
S 1.77471 -1.63529 1.45036
S 2.16261 -1.74321 3.47472
H 0.44844 0.47298 -0.61039
H 2.05322 0.04610 -1.13793
H 1.74871 1.68865 -0.43993
H 1.22087 0.64799 1.84502
H 2.84452 0.56801 1.43662
H 1.65535 -0.53853 3.77101
```

Energy relative to the best compared isomer or geometry (same formula, charge and spin) ... 1.262 eV
Gap between HOMO and LUMO (alpha / beta) ... 8.1 / 4.9 eV
Charge ... +1
⟨S²⟩ ... 0.75
Spin multiplicity ... 2
Molecular weight ... 140.3 g/mol


[3]
Computed, not measured: a structure of composition C52H79BCsN8P2S3, with ωB97M-V/def2-TZVPD.

The geometry in XYZ format:
```
146
C52H79BCsN8P2S3, DFT ωB97M-V/def2-TZVPD
Cs 1.81477 0.89473 0.07271
C -2.65335 3.11421 -2.96598
C -3.06707 2.09866 -1.95673
C -4.16851 2.23795 -1.19479
C -4.50300 1.25633 -0.20428
N -3.77125 0.21806 -0.01966
N -2.64097 0.05787 -0.77347
B -2.02752 -1.23104 -0.46817
N -2.19833 -1.87795 0.84081
N -2.28938 -3.23168 0.67114
C -2.51659 -3.98373 1.68845
C -2.71367 -3.42714 2.99344
C -2.57187 -2.10227 3.19658
C -2.68559 -1.48198 4.54808
C -2.20242 -1.25015 2.06827
S -1.77554 0.32856 2.27705
C -2.53868 -5.48375 1.46276
C -1.37355 -6.09631 2.25396
C -2.36625 -5.81014 -0.01903
C -3.86563 -6.06207 1.96398
N -1.62680 -2.09857 -1.60600
N -2.64518 -2.33056 -2.45573
C -2.42232 -3.12766 -3.45116
C -1.14395 -3.74611 -3.62767
C -0.12723 -3.51309 -2.76561
C 1.23181 -4.10562 -2.90208
C -0.38064 -2.60394 -1.67336
S 0.73676 -2.08393 -0.56150
C -3.55323 -3.37464 -4.43362
C -4.81384 -2.62259 -4.01264
C -3.11113 -2.88019 -5.81721
C -3.85561 -4.87647 -4.49052
C -2.21573 0.92393 -1.75595
S -0.85466 0.68918 -2.65278
C -5.71560 1.43456 0.69053
C -5.49200 2.69491 1.53688
C -6.97365 1.59538 -0.16864
C -5.88151 0.23579 1.62242
H -3.38362 3.92196 -3.01418
H -2.53913 2.65898 -3.94986
H -1.67585 3.52144 -2.70243
H -4.79978 3.11030 -1.30921
H -2.94499 -4.08520 3.82166
H -3.07391 -2.20355 5.26689
H -3.32568 -0.60060 4.51934
H -1.70455 -1.13485 4.87892
H -0.41851 -5.70815 1.89660
H -1.37356 -7.18182 2.13657
H -1.44683 -5.87310 3.31963
H -1.42237 -5.42111 -0.40101
H -3.16819 -5.37951 -0.61947
H -2.37432 -6.89462 -0.15139
H -3.99389 -5.92478 3.03886
H -3.89603 -7.13515 1.76483
H -4.71376 -5.59891 1.45651
H -0.98952 -4.40318 -4.47480
H 1.27683 -4.79026 -3.74784
H 1.51032 -4.62899 -1.98604
H 1.97240 -3.31443 -3.03209
H -4.64086 -1.54747 -3.97783
H -5.15184 -2.93389 -3.02445
H -5.60888 -2.82441 -4.73378
H -2.87097 -1.81642 -5.78756
H -3.91548 -3.03201 -6.53993
H -2.23238 -3.41530 -6.18045
H -4.15980 -5.24798 -3.51018
H -2.99198 -5.45622 -4.81993
H -4.66869 -5.06533 -5.19424
H -5.34083 3.57994 0.91544
H -4.61786 2.57156 2.17908
H -6.36388 2.87811 2.16873
H -6.93013 2.48612 -0.79742
H -7.85113 1.68720 0.47448
H -7.11583 0.72865 -0.81663
H -4.99324 0.09486 2.23800
H -6.04807 -0.68316 1.05959
H -6.74038 0.40393 2.27615
C 3.51104 2.36073 4.21798
P 1.99562 1.84527 3.32095
C 0.84951 3.14221 3.98670
C 1.44995 0.48042 4.45967
C 2.37023 -0.74095 4.44690
P 2.39749 -1.65140 2.83519
C 3.72602 -2.85340 3.24983
C 0.94775 -2.76599 3.14554
H 3.34769 2.38455 5.29948
H 3.79558 3.35896 3.87943
H 4.32632 1.68961 3.95169
H 0.91236 3.24371 5.07477
H -0.18040 2.89205 3.71849
H 1.08736 4.10225 3.52417
H 0.43354 0.19410 4.16631
H 1.38805 0.88916 5.47621
H 2.08047 -1.44716 5.23498
H 3.39920 -0.43450 4.65449
H 3.53244 -3.35846 4.20103
H 4.67893 -2.32695 3.30267
H 3.80493 -3.60019 2.45784
H 1.02746 -3.33487 4.07891
H 0.82993 -3.45565 2.30647
H 0.04938 -2.14804 3.18776
C 6.95568 5.25184 -3.19092
C 5.94198 4.19399 -2.82277
C 6.18402 2.86710 -3.15229
C 5.23113 1.90944 -2.78434
C 5.47070 0.44509 -3.05116
C 4.08627 2.30369 -2.14141
C 3.76771 3.65246 -1.77351
C 4.78940 4.58270 -2.15606
N 2.62212 3.81168 -1.10348
C 1.96902 5.06524 -0.78523
C 1.68748 5.05525 0.72560
C 2.64059 6.41488 -1.09778
C 0.62623 5.06184 -1.54226
H 7.91131 4.80126 -3.46492
H 7.13078 5.93741 -2.35867
H 6.61597 5.85285 -4.03928
H 7.10752 2.57314 -3.63978
H 6.50328 0.26834 -3.35814
H 4.81719 0.06655 -3.84349
H 5.28855 -0.14294 -2.14863
H 3.36065 1.55402 -1.85684
H 4.71745 5.62622 -1.89512
H 2.63762 5.06972 1.26590
H 1.16668 4.13947 1.00514
H 1.08393 5.91271 1.04884
H 3.55687 6.55439 -0.52305
H 1.95261 7.22228 -0.82629
H 2.87364 6.51354 -2.15809
H 0.12878 4.10684 -1.37032
H 0.81743 5.14729 -2.61523
H -0.03691 5.88075 -1.23498
N -1.79756 4.01656 1.04446
C -1.17617 3.11906 0.64021
H -2.31470 4.80292 1.36893
C 7.23924 0.84319 0.39015
C 6.48166 1.97029 0.68646
C 5.21165 1.83030 1.23248
C 4.58057 0.59635 1.50144
C 5.39848 -0.49849 1.16407
C 6.68519 -0.40536 0.63600
H 8.22568 0.93948 -0.05111
H 6.87146 2.95659 0.45211
H 4.65868 2.75736 1.40959
H 5.00446 -1.51087 1.28828
H 7.25092 -1.30313 0.39699
```

Energy relative to the best compared isomer or geometry (same formula, charge and spin) ... 2.733 eV
Gap between HOMO and LUMO ... 3.0 eV
Charge ... -1
Spin multiplicity ... 1
Molecular weight ... 1118.1 g/mol


[4]
Computed, not measured: a cluster of 6 separate species, CH14O5 in total in a non-equilibrium geometry, with ωB97M-V/def2-TZVPD.

The geometry in XYZ format:
```
20
CH14O5, DFT ωB97M-V/def2-TZVPD
C 3.57072 -0.46152 0.93178
H 3.45447 0.50901 1.41149
H 4.05237 -0.36140 -0.03898
H 2.57733 -0.80624 0.63334
H 4.07404 -1.04310 1.69772
H -0.69424 0.47070 -1.49107
H -1.95263 1.29669 -1.37175
O -1.07353 1.19161 -0.94084
H -0.90774 -3.09686 1.93925
H -0.80154 -1.53317 2.02728
O -0.78204 -2.28491 1.40571
H 0.27533 2.39222 -1.53562
H 1.70526 3.19425 -2.05013
O 0.83684 2.82598 -2.22360
H -2.01912 0.10589 1.11976
H -1.04015 1.03912 1.70638
O -1.57432 0.27233 1.97454
H -1.39195 -1.60706 -0.40298
H -0.09586 -1.21545 -1.51366
O -0.96659 -1.52621 -1.27028
```

Energy relative to the best compared isomer or geometry (same formula, charge and spin) ... 0.288 eV
Gap between HOMO and LUMO (alpha / beta) ... 3.0 / 10.6 eV
Charge ... -1
⟨S²⟩ ... 0.75
Spin multiplicity ... 2
Molecular weight ... 106.1 g/mol


[5]
Computed, not measured: the molecule C2H7N5 in a non-equilibrium geometry, with ωB97M-V/def2-TZVPD.

The geometry in XYZ format:
```
14
C2H7N5, DFT ωB97M-V/def2-TZVPD
C 1.11562 -1.06835 0.46257
C 1.03207 1.18618 -0.35724
H -1.25523 -2.00071 2.03444
H -1.85104 -2.66235 0.50513
H -0.65181 -0.77794 -0.06835
H 2.01887 -1.67457 1.00914
H 1.58706 2.09517 -0.62350
H -1.69270 2.41220 -1.27685
H -0.04742 2.89021 -1.29611
N -0.85441 -2.29840 1.08663
N -0.15611 -1.38535 0.42428
N 1.67073 0.02744 0.14506
N -0.26656 1.12326 -0.55843
N -0.64904 2.13321 -1.48675
```

Energy relative to the best compared isomer or geometry (same formula, charge and spin) ... 4.548 eV
Gap between HOMO and LUMO ... 8.8 eV
Spin multiplicity ... 1
Molecular weight ... 101.1 g/mol


[6]
Computed, not measured: a cluster of 2 separate species, C3H9N2 in total in a non-equilibrium geometry, with ωB97M-V/def2-TZVPD.

The geometry in XYZ format:
```
14
C3H9N2, DFT ωB97M-V/def2-TZVPD
C 0.72158 -2.47024 -1.21300
N 0.24116 -1.29546 -1.27207
H 0.42374 -3.45528 -0.97908
H 1.73089 -2.34483 -1.73357
H 0.74152 -0.85099 -2.09189
H -0.30080 -0.42244 0.63315
C -0.12969 1.50325 1.81139
C -0.91252 1.14743 -0.46591
N -0.19066 0.76610 0.50315
H -0.16224 2.57435 1.69972
H 0.88830 1.07344 2.30564
H -0.96120 1.13890 2.54965
H -1.22734 0.33271 -0.96389
H -0.86274 2.30305 -0.78330
```

Energy relative to the best compared isomer or geometry (same formula, charge and spin) ... 4.785 eV
Gap between HOMO and LUMO ... 9.0 eV
Charge ... +1
Spin multiplicity ... 1
Molecular weight ... 73.1 g/mol


[7]
Computed, not measured: a structure of composition C4H10BrNO4P2S2 in a non-equilibrium geometry, with ωB97M-V/def2-TZVPD.

The geometry in XYZ format:
```
24
C4H10BrNO4P2S2, DFT ωB97M-V/def2-TZVPD
N 0.65051 -1.27874 2.26902
C -0.14684 -0.69704 1.20575
C -0.70391 0.65655 1.59546
O -1.96337 0.85000 0.94856
S -1.95187 0.58843 -0.62359
O -2.64591 1.58652 -1.31216
O -2.43310 -0.71427 -0.81934
C -0.19718 0.49893 -1.09790
P 0.62680 2.17726 -1.29825
S -0.41393 3.55586 -2.16618
C 0.57559 -0.51217 -0.12583
Br 2.43623 0.08873 0.10653
P 0.73402 -2.16565 -0.96728
O -0.41581 -3.02882 -0.79031
H 0.79828 -0.65264 3.04680
H 1.51919 -1.68695 1.95929
H -1.00565 -1.33987 1.04084
H -0.88293 0.68486 2.66363
H -0.00393 1.45201 1.35859
H -0.18339 0.03995 -2.07651
H 1.74576 1.86943 -2.07575
H 1.02869 2.60555 -0.03150
H 1.93256 -2.71215 -0.47548
H 0.90018 -1.86581 -2.33434
```

Energy relative to the best compared isomer or geometry (same formula, charge and spin) ... 0.390 eV
Gap between HOMO and LUMO ... 8.6 eV
Spin multiplicity ... 1
Molecular weight ... 342.1 g/mol


[8]
Computed, not measured: a cluster of 8 separate species, C3H21O8S2 in total in a non-equilibrium geometry, with ωB97M-V/def2-TZVPD.

The geometry in XYZ format:
```
34
C3H21O8S2, DFT ωB97M-V/def2-TZVPD
C 0.48174 -1.63109 1.14125
C 1.35804 -0.81365 0.19726
O 1.05437 -0.90169 -1.16117
C 0.86355 -3.10992 1.04066
S -0.43631 -4.29511 1.49946
S -1.46815 -3.43822 3.01705
H -0.55797 -1.51340 0.85785
H 0.56398 -1.19417 2.13705
H 1.21413 0.24412 0.49778
H 2.42106 -1.00718 0.39566
H 1.77785 -3.21189 1.63107
H 1.11310 -3.37558 0.01200
H -2.63295 -3.12675 2.41813
H -4.10730 2.50526 -0.08675
H -3.20413 1.30534 -0.17689
O -3.27565 2.22491 -0.50494
H 0.96847 1.42399 -1.75250
H 2.30195 1.49594 -2.46331
O 1.56181 2.07497 -2.15576
H 1.26001 3.38554 -0.89035
H -0.02246 3.38697 0.08854
O 0.92509 3.55575 0.01522
H -1.48666 -1.08094 -2.52535
H -0.32151 -1.16308 -1.38841
O -1.37643 -1.25423 -1.57321
H 1.47560 4.37975 2.61544
H 0.10864 3.89961 2.64814
O 0.67883 4.49783 3.14639
H 2.41940 -0.34319 -3.76504
H 2.09781 -0.55011 -2.25116
O 2.78699 -0.17703 -2.88950
H -3.20742 -1.34806 0.33953
H -2.28220 -0.41421 -0.36709
O -3.05330 -0.43048 0.25294
```

Energy relative to the best compared isomer or geometry (same formula, charge and spin) ... 0.000 eV
Gap between HOMO and LUMO ... 8.0 eV
Charge ... -1
Spin multiplicity ... 1
Molecular weight ... 249.3 g/mol